Entry 1:
C27H49Cl3GeN6OOsP2S | the ωB97M-V functional and the def2-TZVPD basis

Properties
**Energy above the lowest of the compared OMol25 structures with the same formula, charge and spin**: 0.00 kJ/mol
**2S+1**: 6
**Charge**: +3

Element x y z (Å)
Os1 0.0769 -0.2300 2.4009
C1 0.5716 -2.2064 5.7035
P1 0.9832 -0.7269 4.7508
C2 0.6133 0.6611 5.8597
C3 2.8055 -0.7574 4.5675
C4 3.2880 0.3050 3.5815
P2 2.5033 0.0597 1.9512
C5 2.9807 1.4465 0.8937
C6 3.3536 -1.3462 1.1991
H1 1.2107 -2.2074 6.5899
H2 0.7547 -3.1120 5.1295
H3 -0.4673 -2.1701 6.0210
H4 1.3155 0.6517 6.6953
H5 -0.3958 0.5330 6.2506
H6 0.6689 1.6251 5.3567
H7 3.0879 -1.7592 4.2347
H8 3.2538 -0.6106 5.5522
H9 4.3702 0.2588 3.4389
H10 3.0607 1.3132 3.9376
H11 4.0712 1.4897 0.8686
H12 2.5892 2.3920 1.2564
H13 2.6173 1.2667 -0.1187
H14 4.3984 -1.0636 1.0558
H15 2.9146 -1.5778 0.2277
H16 3.3038 -2.2306 1.8289
C7 1.6001 -3.3948 -5.6624
C8 0.5799 -4.1288 -4.7989
C9 -0.8531 -3.6235 -4.9695
C10 -1.0133 -2.1297 -4.7294
N1 -0.6366 -1.8082 -3.3397
C11 -0.1886 -0.6465 -2.9144
S1 0.3681 -0.4946 -1.2545
N2 -0.1475 0.4127 -3.7029
C12 0.5956 1.6546 -3.4321
C13 1.9976 1.6492 -4.0402
C14 2.0461 2.0254 -5.5215
C15 1.2873 1.0831 -6.4525
H17 2.5674 -3.8935 -5.6285
H18 1.7623 -2.3651 -5.3270
H19 1.2851 -3.3628 -6.7076
H20 0.8778 -4.0700 -3.7456
H21 0.5874 -5.1908 -5.0442
H22 -1.5313 -4.1674 -4.3041
H23 -1.2038 -3.8225 -5.9838
H24 -2.0409 -1.8067 -4.9065
H25 -0.3503 -1.5767 -5.3979
H26 -0.7403 -2.5469 -2.6589
H27 -0.3934 0.2586 -4.6724
H28 0.6307 1.7848 -2.3475
H29 -0.0028 2.4770 -3.8270
H30 2.4360 0.6563 -3.8870
H31 2.6138 2.3527 -3.4754
H32 3.0936 2.0589 -5.8220
H33 1.6659 3.0430 -5.6437
H34 1.5791 0.0398 -6.2981
H35 1.4926 1.3231 -7.4946
H36 0.1996 1.1733 -6.3430
C16 -3.9826 1.6457 2.1259
N3 -3.7779 1.6533 0.6478
C17 -4.2849 2.9380 0.0693
C18 -2.3532 1.2605 0.2524
C19 -1.2932 2.1693 0.8243
C20 -1.1989 3.4833 0.3749
C21 -0.3618 4.4043 0.9932
C22 0.4027 4.0096 2.0784
C23 0.3941 2.6770 2.4653
C24 -0.4036 1.7173 1.8265
H37 -5.0110 1.9258 2.3372
H38 -3.2990 2.3670 2.5670
H39 -3.7805 0.6491 2.4897
H40 -4.3663 0.9184 0.2517
H41 -3.7668 3.7680 0.5357
H42 -5.3470 3.0049 0.2899
H43 -4.1324 2.9368 -1.0075
H44 -2.3545 1.2293 -0.8375
H45 -2.2238 0.2473 0.6293
H46 -1.7956 3.8092 -0.4680
H47 -0.3262 5.4266 0.6399
H48 1.0273 4.7239 2.5998
H49 1.0522 2.3859 3.2796
Cl1 0.3761 -3.2167 -0.4894
Ge1 0.0199 -2.7373 1.6531
Cl2 1.5313 -3.9537 2.6068
Cl3 -1.7857 -3.7622 2.1489
O1 -1.7125 -0.5815 3.0855
N4 -2.0145 -0.9488 4.3505
C25 -3.1662 -1.5049 4.4626
C26 -4.0402 -1.6906 3.3313
N5 -4.6852 -1.7410 2.3831
C27 -3.5637 -1.9274 5.7729
N6 -3.8701 -2.2546 6.8299

Entry 2:
C5H9N2S2 | the ωB97M-V functional and the def2-TZVPD basis

Properties
**Energy above the lowest of the compared OMol25 structures with the same formula, charge and spin**: 321.17 kJ/mol
**2S+1**: 1
**Charge**: +1

Element x y z (Å)
C1 -0.4793 -0.9272 1.1363
C2 0.7276 -1.4171 1.5923
C3 -0.6223 -0.1664 0.0376
C4 2.2692 -0.2570 0.1245
C5 -1.8856 0.0789 -0.7870
N1 1.8732 -1.1797 1.0099
N2 0.4473 0.5173 -0.4782
S1 3.0497 -0.8884 -1.3618
S2 2.8748 1.3128 0.7983
H1 -1.5245 -1.4022 1.6011
H2 0.7435 -2.1464 2.4498
H3 -1.8077 -0.1066 -1.9034
H4 -2.2292 1.2011 -0.5644
H5 -2.6168 -0.6317 -0.3971
H6 0.3737 0.6747 -1.4191
H7 0.7400 1.4140 0.0014
H8 3.9854 0.0665 -1.4952
H9 1.9523 1.2739 1.7867

Entry 3:
C3H12O2S | the ωB97M-V functional and the def2-TZVPD basis

Properties
**Energy above the lowest of the compared OMol25 structures with the same formula, charge and spin**: 80.39 kJ/mol
**2S+1**: 1
**Structure (SMILES)**: CCSC.O.O
**Charge**: 0

Element x y z (Å)
C1 0.6915 -0.8055 1.3641
C2 0.6511 0.6922 0.8919
S1 -0.2326 1.8243 1.9201
C3 -1.4784 2.5000 0.7513
H1 0.4939 -0.9390 2.4240
H2 -0.1109 -1.3325 0.8432
H3 1.6208 -1.2280 0.9906
H4 1.6415 1.0703 0.6472
H5 0.0995 0.5712 -0.0375
H6 -1.4953 1.8213 -0.1022
H7 -1.0488 3.4229 0.3586
H8 -2.4861 2.6999 1.0965
O1 -1.1371 -0.5194 -1.9887
H9 -1.5507 -0.9231 -2.7495
H10 -1.2194 -1.1480 -1.2911
O2 1.9549 -2.7509 -1.3863
H11 1.7221 -3.1485 -2.2372
H12 1.8838 -1.8074 -1.4951

Entry 4:
C4H7NO3 | the ωB97M-V functional and the def2-TZVPD basis

Properties
**Energy above the lowest of the compared OMol25 structures with the same formula, charge and spin**: 604.62 kJ/mol
**2S+1**: 1
**Charge**: 0

Element x y z (Å)
C1 -0.6785 -0.9844 0.5799
C2 0.2537 0.1423 1.0489
C3 0.8721 1.0592 -0.6547
C4 1.6580 -0.0257 0.1514
H1 -1.5894 0.9960 -0.0351
H2 -0.4574 -2.0105 0.9550
H3 0.3906 0.0032 2.2634
H4 1.3873 2.1061 -0.9760
H5 0.2740 0.6972 -1.4493
H6 2.5506 0.3823 0.6593
H7 1.0356 -1.5715 -0.9312
N1 -1.7710 -0.8990 -0.1905
O1 -2.2874 0.3603 -0.5577
O2 -0.0042 1.2978 0.4630
O3 1.8134 -1.0903 -0.6436

Entry 5:
C4H46Cl2O20P | the ωB97M-V functional and the def2-TZVPD basis

Properties
**2S+1**: 1
**Charge**: -1

Element x y z (Å)
C1 3.3269 -3.7806 0.8853
C2 2.5782 -2.9363 -0.1476
Cl1 3.7728 -1.8258 -0.9727
C3 1.3920 -2.1202 0.4002
C4 0.1432 -2.1551 -0.4820
P1 -0.8061 -3.5458 -0.4054
O1 0.0546 -4.8474 0.3062
Cl2 -2.0090 -3.0959 1.3506
H1 3.6015 -4.7432 0.4630
H2 4.2236 -3.2575 1.2071
H3 2.6944 -3.9363 1.7544
H4 2.2048 -3.5752 -0.9368
H5 1.1555 -2.4475 1.4106
H6 1.7339 -1.0841 0.4523
H7 0.4638 -2.0478 -1.5182
H8 0.4755 -5.2785 -0.4370
O2 -2.0250 0.3891 1.0921
H9 -2.2049 -0.5529 1.2221
H10 -1.8852 0.7219 1.9923
O3 0.4428 0.3379 -2.0516
H11 -0.4184 0.5687 -1.6857
H12 0.9350 1.1634 -2.0924
O4 -2.7432 -0.4775 4.0998
H13 -2.3074 -1.2393 3.6962
H14 -3.2070 -0.8497 4.8544
O5 -0.1973 1.1377 3.4473
H15 0.2550 1.9682 3.2505
H16 -0.4388 1.1923 4.3758
O6 -3.9156 2.4556 1.0708
H17 -4.6093 2.3111 0.4192
H18 -3.3647 1.6455 1.0237
O7 -2.3713 4.8666 -0.4470
H19 -2.5566 3.9377 -0.2472
H20 -2.2694 5.2653 0.4215
O8 -4.9382 -2.9388 2.8961
H21 -5.5209 -2.9561 2.1302
H22 -4.1507 -3.4098 2.5925
O9 -2.6020 0.6872 -2.7561
H23 -2.8392 0.2241 -3.5632
H24 -3.1762 0.3011 -2.0874
O10 0.2073 5.7363 -2.1746
H25 -0.1217 5.1406 -2.8537
H26 -0.3508 5.5365 -1.4122
O11 -5.0683 1.1767 -4.3907
H27 -4.4190 1.8403 -4.6410
H28 -5.8424 1.6827 -4.1291
O12 0.9669 3.8646 2.9160
H29 1.6143 4.4353 2.4888
H30 0.2226 4.4455 3.0995
O13 6.8859 -1.1406 0.7651
H31 6.3739 -1.3196 -0.0328
H32 7.5085 -1.8701 0.8207
O14 2.7207 5.5338 4.3859
H33 2.5113 4.6000 4.5036
H34 2.8281 5.8834 5.2742
O15 -6.8122 -3.3854 0.4242
H35 -7.0699 -3.8971 -0.3475
H36 -7.3662 -3.7285 1.1330
O16 -5.5993 3.4878 -1.7263
H37 -6.0219 4.2907 -2.0427
H38 -4.6986 3.7654 -1.5194
O17 2.8327 2.2644 -3.2509
H39 3.5246 2.5702 -3.8473
H40 2.9365 1.3064 -3.2260
O18 4.6512 -6.6273 0.7869
H41 5.2852 -7.3031 0.5286
H42 4.0519 -7.0706 1.3956
O19 3.3513 4.8008 -4.5087
H43 3.7788 5.6606 -4.5380
H44 3.0107 4.7243 -3.6091
O20 6.2370 -4.1878 -2.6419
H45 6.7259 -4.1562 -1.8157
H46 5.4403 -3.6775 -2.4545

Entry 6:
C28H54O13S3 | the ωB97M-V functional and the def2-TZVPD basis

Properties
**Energy above the lowest of the compared OMol25 structures with the same formula, charge and spin**: 125.39 kJ/mol
**2S+1**: 1
**Structure (SMILES)**: C[C@H]1COC(=O)O1.O=S1(=O)CCCC1.O=S1(=O)CCCC1.O=S1(=O)CCCC1.CC(C)=O.CC(C)=O.CC(C)=O.CC(C)=O
**Charge**: 0

Element x y z (Å)
C1 0.7836 -2.1604 1.2202
C2 0.0013 -1.3471 0.2009
C3 -1.4906 -1.2817 0.4906
O1 -1.8050 -0.0421 -0.1827
C4 -0.7292 0.7386 -0.1840
O2 -0.6443 1.8521 -0.5954
O3 0.3237 0.0625 0.3339
H1 0.3824 -3.1770 1.1898
H2 0.6288 -1.7945 2.2374
H3 1.8542 -2.2516 1.0568
H4 0.3746 -1.6954 -0.7619
H5 -1.7808 -1.1409 1.5298
H6 -2.0867 -2.1043 0.1057
O4 1.8227 5.6177 0.5445
S1 2.4026 4.4896 -0.1615
O5 2.7078 3.2653 0.5225
C5 1.3856 4.2717 -1.7050
C6 1.8164 5.5155 -2.4582
C7 3.3288 5.4549 -2.4534
C8 3.8875 5.1888 -1.0520
H7 0.3544 4.1432 -1.3788
H8 1.6042 3.3435 -2.2345
H9 1.4662 5.4969 -3.4910
H10 1.4914 6.4503 -1.9999
H11 3.8314 6.3281 -2.8781
H12 3.6204 4.6512 -3.1378
H13 4.1489 6.0751 -0.4804
H14 4.7337 4.5132 -1.1393
O6 3.2912 -0.2423 -3.0748
S2 3.6634 -1.1321 -1.9814
O7 2.9051 -2.3658 -1.7820
C9 5.4406 -1.4344 -2.0744
C10 6.0198 -1.1435 -0.6893
C11 5.1920 0.0789 -0.2262
C12 3.7182 -0.2865 -0.4035
H15 5.7536 -0.5711 -2.6685
H16 5.6627 -2.3450 -2.6219
H17 5.8482 -1.9238 0.0609
H18 7.1023 -1.0404 -0.6527
H19 5.4255 0.9999 -0.7700
H20 5.3657 0.3574 0.8147
H21 2.9449 0.4715 -0.3014
H22 3.5305 -1.0283 0.3773
O8 -2.3274 -2.6326 -2.6339
S3 -3.4174 -3.1443 -3.4274
O9 -3.4453 -4.4843 -3.9520
C13 -4.9629 -2.8184 -2.5262
C14 -5.1195 -1.2964 -2.6253
C15 -4.7769 -0.9566 -4.1045
C16 -3.9128 -2.0494 -4.7563
H23 -4.8763 -3.3200 -1.5663
H24 -5.7008 -3.2842 -3.1821
H25 -6.1017 -0.8761 -2.4329
H26 -4.3834 -0.8270 -1.9715
H27 -4.2779 -0.0006 -4.2786
H28 -5.6809 -0.8848 -4.7110
H29 -3.0178 -1.8173 -5.3315
H30 -4.5904 -2.6278 -5.3802
C17 2.5935 -5.3190 -0.4900
C18 3.6299 -5.0511 0.6042
C19 4.8658 -5.9099 0.5450
O10 3.4681 -4.1388 1.3706
H31 2.9805 -4.7881 -1.3692
H32 1.5875 -4.9705 -0.2827
H33 2.5467 -6.3241 -0.9205
H34 5.3746 -5.5116 -0.3392
H35 4.6233 -6.9640 0.4645
H36 5.4886 -5.6998 1.4128
C20 -6.1053 -1.9547 2.6284
C21 -4.8499 -1.1401 2.8229
C22 -4.4486 -0.7618 4.2167
O11 -4.1775 -0.8097 1.8696
H37 -5.8865 -2.9979 2.8619
H38 -6.3810 -1.9053 1.5769
H39 -6.9087 -1.5604 3.2483
H40 -4.2677 -1.6573 4.8140
H41 -5.2895 -0.2422 4.6830
H42 -3.5771 -0.1159 4.1805
C23 -0.5817 0.4547 3.6511
C24 0.7263 0.8506 4.2906
C25 1.8122 1.4714 3.4039
O12 0.9365 0.5969 5.4527
H43 -1.3808 1.1925 3.5984
H44 -0.9748 -0.3344 4.2927
H45 -0.3056 0.1180 2.6543
H46 1.3940 2.4098 3.0444
H47 1.8980 0.7704 2.5684
H48 2.7671 1.5043 3.9127
C26 -2.9773 2.8088 1.5844
C27 -3.6742 4.1240 1.2720
C28 -2.9507 5.4268 1.5213
O13 -4.7770 4.1304 0.7768
H49 -2.2657 2.5477 0.8043
H50 -3.7411 2.0306 1.6384
H51 -2.5223 2.8045 2.5764
H52 -2.3622 5.6584 0.6343
H53 -2.2165 5.3339 2.3236
H54 -3.7572 6.0850 1.8368

Entry 7:
C5H8F2O2S | the ωB97M-V functional and the def2-TZVPD basis

Properties
**Energy above the lowest of the compared OMol25 structures with the same formula, charge and spin**: 66.93 kJ/mol
**2S+1**: 1
**Structure (SMILES)**: C=[S@@](C)(=O)[C@@]1(C(F)F)CO1
**Charge**: 0

Element x y z (Å)
C1 -0.8581 -1.3337 -1.9652
S1 -1.0393 -0.4274 -0.4651
C2 -1.1683 1.3743 -0.6911
O1 -2.2111 -0.9508 0.1767
C3 0.5368 -0.3177 0.8095
C4 1.7848 -0.0620 -0.1190
F1 2.5243 0.8203 0.6133
F2 1.3640 0.4963 -1.3471
C5 0.2106 0.1406 2.1488
O2 0.4570 -1.1622 1.9315
H1 -1.1596 -2.3740 -1.7017
H2 0.2706 -1.4884 -2.1590
H3 -1.1604 1.6473 -1.6767
H4 -0.2144 1.6442 -0.1855
H5 -2.0121 1.8402 -0.0452
H6 2.4507 -0.9094 -0.4612
H7 0.9620 0.6260 2.7462
H8 -0.7374 0.4364 2.3908

Entry 8:
C19H62N10O12 | the ωB97M-V functional and the def2-TZVPD basis

Properties
**Energy above the lowest of the compared OMol25 structures with the same formula, charge and spin**: 0.00 kJ/mol
**2S+1**: 1
**Structure (SMILES)**: NC(N)=O.NC(N)=O.NC(N)=O.NC(N)=O.NC(N)=O.CCO.CCO.CCO.CCO.CCO.CCO.CCO
**Charge**: 0

Element x y z (Å)
N1 0.7683 1.9877 0.6176
C1 0.2868 3.1763 1.0181
N2 0.9837 4.3173 0.6548
O1 -0.7148 3.2968 1.7021
H1 0.2226 1.1228 0.7921
H2 1.4868 1.9183 -0.1049
H3 0.5151 5.1471 0.9124
H4 1.6591 4.3140 -0.0481
N3 4.2255 2.1829 -2.7084
C2 2.9931 2.6797 -2.9171
N4 2.5661 2.8702 -4.1845
O2 2.1955 2.9874 -1.9538
H5 4.5687 1.8366 -1.8012
H6 4.9138 2.2136 -3.4902
H7 1.6266 3.3737 -4.2767
H8 3.0552 2.5483 -5.0143
N5 -2.2214 -0.7473 -1.4707
C3 -3.2618 -0.6224 -2.3089
N6 -4.0552 -1.6860 -2.3795
O3 -3.4478 0.4233 -3.0410
H9 -2.0081 0.0815 -0.9303
H10 -2.2241 -1.5920 -0.9016
H11 -3.7839 -2.4705 -1.8478
H12 -4.9563 -1.7742 -2.8225
N7 -0.9859 2.7593 -2.7959
C4 -0.9968 2.8400 -4.1155
N8 -2.0982 2.2858 -4.6813
O4 -0.1385 3.4769 -4.7386
H13 -1.4183 1.9053 -2.4295
H14 -0.1107 3.0004 -2.3533
H15 -2.1890 2.1122 -5.6537
H16 -2.6841 1.5632 -4.1864
N9 5.7545 0.9563 1.9759
C5 5.1287 1.3840 0.8741
N10 4.1343 2.2754 1.1147
O5 5.4833 0.9804 -0.2170
H17 6.6345 0.4768 1.9363
H18 5.5541 1.3722 2.8686
H19 3.5935 2.6096 0.3292
H20 3.7454 2.5240 2.0215
C6 2.7419 0.8677 5.9664
C7 3.4315 1.0554 4.6643
O6 3.9762 2.3168 4.3286
H21 3.3658 1.1454 6.8526
H22 2.3744 -0.1503 6.0389
H23 1.8283 1.4555 6.0106
H24 2.7063 0.8646 3.8722
H25 4.1361 0.2222 4.5208
H26 4.1502 2.7367 5.1667
C8 -0.8095 -0.4755 4.7870
C9 -1.9066 0.0110 3.8607
O7 -1.6540 -0.5146 2.5275
H27 0.1570 -0.0870 4.5005
H28 -0.7816 -1.5384 4.7964
H29 -1.0333 -0.2228 5.8339
H30 -2.0778 1.0950 3.8934
H31 -2.9419 -0.3576 4.2494
H32 -2.2960 -0.1621 1.9345
C10 0.2288 -4.4844 -4.3433
C11 -1.1808 -4.6476 -3.8700
O8 -1.3347 -5.0364 -2.4861
H33 0.2634 -3.8608 -5.2740
H34 0.7373 -5.4332 -4.5614
H35 0.7541 -3.7765 -3.6587
H36 -1.7041 -5.4294 -4.4439
H37 -1.6600 -3.6680 -3.9260
H38 -0.7627 -5.7834 -2.2288
C12 2.1771 -1.8780 1.5010
C13 1.2357 -2.5096 2.5703
O9 0.0125 -2.8885 2.0093
H39 3.0736 -1.4956 1.8879
H40 1.5594 -1.0810 1.0031
H41 2.4547 -2.6718 0.7076
H42 0.9387 -1.9131 3.4326
H43 1.7130 -3.4266 2.9349
H44 -0.5625 -2.1070 1.9458
C14 -4.0316 -3.3208 1.6323
C15 -3.0143 -4.0191 0.7429
O10 -3.5011 -3.8803 -0.6120
H45 -4.1254 -2.2991 1.1364
H46 -3.6346 -3.2305 2.6688
H47 -4.9659 -3.8505 1.5445
H48 -2.9051 -5.0795 0.9550
H49 -2.0141 -3.5768 0.8814
H50 -2.9318 -4.3088 -1.2519
C16 -4.5514 2.8876 1.5098
C17 -3.8997 2.1948 0.3907
O11 -2.7197 1.4775 0.8866
H51 -5.4066 3.4495 1.1632
H52 -3.8860 3.5656 2.0980
H53 -4.8640 2.1120 2.2148
H54 -3.6148 2.8498 -0.4071
H55 -4.5247 1.5640 -0.1514
H56 -2.0383 2.1574 1.1949
C18 1.4149 -0.6986 -2.2199
C19 1.0033 -0.4193 -3.6805
O12 -0.3160 -0.9493 -3.9839
H57 2.3888 -0.2105 -2.0468
H58 1.5237 -1.7510 -2.0603
H59 0.7298 -0.2875 -1.4834
H60 1.6805 -0.8808 -4.3972
H61 0.9848 0.6902 -3.7910
H62 -0.8912 -0.4647 -3.3834

Entry 9:
C19H22ClN3O3S | the ωB97M-V functional and the def2-TZVPD basis

Properties
**Energy above the lowest of the compared OMol25 structures with the same formula, charge and spin**: 120.11 kJ/mol
**2S+1**: 1
**Structure (SMILES)**: CCCNC(=O)c1onc(CSc2ccc(Cl)cc2)c1C(=O)NCC1CC1
**Charge**: 0

Element x y z (Å)
C1 4.3795 2.5238 0.7397
C2 4.4799 1.0623 0.3189
C3 4.0060 0.1034 1.4151
N1 2.6050 0.2886 1.7186
C4 1.6439 -0.4395 1.1359
O1 1.8710 -1.3976 0.4103
C5 0.2731 0.0383 1.4396
O2 0.1894 1.1221 2.2433
N2 -1.0934 1.5195 2.3395
C6 -1.8200 0.7090 1.6189
C7 -3.2522 0.9606 1.3708
S1 -3.4002 2.3574 0.1613
C8 -1.9409 1.9895 -0.8014
C9 -0.7806 2.7126 -0.5653
C10 0.4006 2.3405 -1.1802
C11 0.4045 1.2495 -2.0370
Cl1 1.8900 0.7431 -2.7571
C12 -0.7623 0.5553 -2.3163
C13 -1.9408 0.9302 -1.6955
C14 -0.9951 -0.2989 1.0118
C15 -1.5312 -1.4196 0.1858
O3 -2.7333 -1.6237 0.1168
N3 -0.6125 -2.1404 -0.4663
C16 -0.9635 -3.2945 -1.2556
C17 -0.4813 -4.6020 -0.6525
C18 0.8475 -4.7041 0.0329
C19 -0.4189 -4.7861 0.8321
H1 3.3459 2.8093 0.9244
H2 4.9550 2.7028 1.6458
H3 4.7707 3.1666 -0.0447
H4 5.5165 0.8204 0.0809
H5 3.8811 0.8927 -0.5776
H6 4.1284 -0.9285 1.0792
H7 4.5814 0.2580 2.3309
H8 2.3414 1.0912 2.2693
H9 -3.7319 0.0791 0.9498
H10 -3.7618 1.3129 2.2643
H11 -0.8040 3.5444 0.1220
H12 1.3141 2.8825 -0.9905
H13 -0.7471 -0.2786 -2.9999
H14 -2.8528 0.3854 -1.8835
H15 0.3779 -1.9643 -0.3067
H16 -2.0547 -3.3097 -1.3385
H17 -0.5316 -3.1798 -2.2572
H18 -0.7966 -5.4548 -1.2419
H19 1.4215 -5.6077 -0.1079
H20 1.4556 -3.8183 0.1270
H21 -0.7123 -5.7385 1.2463
H22 -0.6809 -3.9449 1.4561

no.,electronic energy (eV)
1,-165720.435
2,-29972.313
3,-18235.249
4,-11889.011
5,-80180.342
6,-89033.089
7,-25673.578
8,-60184.152
9,-54030.156